# 1
114
Properties=species:S:1:pos:R:3:lowdin_charge:R:1 method="wB97M-V/def2-TZVPD" charge=-1 homo_lumo_gap_ev=6.132 energy_ha=-32823.0741
C 4.46 -3.46 0.85 -0.052
C 3.72 -2.55 -0.10 -0.273
C 4.25 -2.14 -1.31 -0.074
C 3.53 -1.31 -2.16 -0.101
C 2.26 -0.87 -1.82 -0.094
C 1.71 -1.26 -0.60 -0.306
C 0.33 -0.85 -0.20 -0.262
P -0.94 -2.14 -0.96 0.581
O -0.50 -3.47 0.18 -0.459
C -0.13 -4.53 -0.68 -0.337
C -0.98 -4.43 -2.00 -0.338
O -1.89 -3.40 -1.80 -0.441
C 2.45 -2.09 0.25 -0.017
H 3.81 -3.76 1.66 0.026
H 4.77 -4.38 0.34 0.077
H 5.33 -2.94 1.24 0.077
H 5.25 -2.45 -1.61 0.099
H 3.97 -0.99 -3.10 0.046
H 1.69 -0.24 -2.50 0.013
H 0.27 -0.84 0.89 0.067
H 0.12 0.13 -0.62 0.062
H 0.16 -2.60 -1.75 0.031
H -1.38 -1.14 -1.90 -0.017
H -1.98 -1.82 -0.03 -0.009
H 0.94 -4.59 -0.94 0.097
H -0.35 -5.47 -0.16 0.079
H -0.42 -4.39 -2.94 0.095
H -1.48 -5.41 -2.05 0.097
H 2.02 -2.38 1.20 0.088
C 1.36 2.45 -5.27 -2.003
Cl 2.09 1.31 -4.13 0.611
Cl 0.27 3.52 -4.39 0.518
Cl 2.63 3.41 -6.05 0.439
Cl 0.45 1.56 -6.50 0.538
C -3.34 5.36 -4.58 -2.053
Cl -2.88 5.86 -6.22 0.512
Cl -4.91 6.05 -4.18 0.521
Cl -3.44 3.60 -4.51 0.505
Cl -2.13 5.94 -3.43 0.513
C -3.54 -2.69 3.19 -1.956
Cl -2.05 -3.59 2.97 0.552
Cl -3.34 -1.04 2.64 0.529
Cl -4.84 -3.45 2.27 0.481
Cl -3.95 -2.70 4.96 0.435
C -5.69 -7.93 1.49 -2.046
Cl -7.43 -8.22 1.26 0.505
Cl -4.82 -8.39 0.02 0.527
Cl -5.42 -6.22 1.83 0.485
Cl -5.11 -8.90 2.85 0.513
C 4.20 6.94 -7.34 -2.034
Cl 4.66 5.23 -7.35 0.480
Cl 3.20 7.28 -5.93 0.534
Cl 5.67 7.93 -7.28 0.496
Cl 3.29 7.31 -8.81 0.531
C 5.13 1.52 -9.54 -2.027
Cl 5.57 -0.19 -9.51 0.504
Cl 4.12 1.91 -8.14 0.463
Cl 6.60 2.51 -9.49 0.511
Cl 4.24 1.88 -11.03 0.528
C -2.41 1.76 5.51 -2.016
Cl -3.03 2.81 4.23 0.531
Cl -2.76 2.50 7.09 0.506
Cl -3.19 0.19 5.42 0.478
Cl -0.66 1.55 5.31 0.500
C 6.89 -0.03 -5.66 -2.038
Cl 5.21 -0.56 -5.70 0.530
Cl 7.70 -0.73 -4.26 0.531
Cl 7.71 -0.55 -7.14 0.492
Cl 6.95 1.74 -5.55 0.513
C 1.46 -5.51 3.67 -1.988
Cl 0.66 -4.66 2.36 0.603
Cl 2.14 -7.04 3.08 0.528
Cl 2.77 -4.50 4.32 0.505
Cl 0.28 -5.86 4.96 0.486
C 1.05 3.75 9.10 -2.040
Cl 2.80 3.65 9.40 0.516
Cl 0.56 5.45 9.17 0.496
Cl 0.67 3.08 7.52 0.488
Cl 0.19 2.84 10.35 0.521
C -8.59 -3.48 4.94 -2.040
Cl -9.14 -3.81 3.30 0.524
Cl -6.85 -3.21 4.94 0.479
Cl -9.40 -2.03 5.56 0.502
Cl -8.98 -4.85 5.98 0.516
C -5.61 1.58 -7.98 -2.043
Cl -4.99 3.05 -7.22 0.488
Cl -4.64 0.20 -7.48 0.504
Cl -7.29 1.33 -7.49 0.520
Cl -5.54 1.74 -9.74 0.513
C -3.91 -3.53 -5.72 -2.044
Cl -5.64 -3.35 -6.10 0.492
Cl -2.97 -2.53 -6.85 0.476
Cl -3.58 -3.00 -4.08 0.609
Cl -3.44 -5.22 -5.91 0.514
C 9.31 8.99 -5.75 -2.058
Cl 8.73 9.98 -7.10 0.510
Cl 8.80 9.73 -4.23 0.525
Cl 8.62 7.37 -5.88 0.507
Cl 11.07 8.89 -5.80 0.521
C 1.96 8.96 11.53 -2.059
Cl 2.25 7.22 11.45 0.502
Cl 1.20 9.37 13.07 0.518
Cl 3.49 9.83 11.38 0.519
Cl 0.89 9.43 10.20 0.518
C 3.14 -4.36 8.51 -2.044
Cl 3.82 -5.56 9.62 0.511
Cl 2.22 -3.16 9.42 0.519
Cl 4.46 -3.55 7.65 0.515
Cl 2.09 -5.15 7.34 0.479
C -9.61 1.36 8.42 -2.067
Cl -10.80 1.83 7.20 0.515
Cl -9.59 2.55 9.73 0.515
Cl -10.04 -0.23 9.07 0.513
Cl -8.01 1.27 7.68 0.524

---

# 2
64
Properties=species:S:1:pos:R:3:lowdin_charge:R:1 method="wB97M-V/def2-TZVPD" charge=-1 homo_lumo_gap_ev="6.220 / 3.560" relative_energy_kj_mol=195.9 energy_ha=-6090.3333
Sn 0.88 -0.18 1.43 0.740
O 3.13 1.59 4.55 0.077
C 2.15 1.53 3.82 -0.442
N 2.14 1.20 2.49 -0.024
C 3.16 1.83 1.72 -0.392
O 3.88 2.74 2.15 0.052
C 3.41 1.35 0.37 -0.238
C 4.61 1.89 -0.18 0.023
C 5.01 1.43 -1.44 -0.046
C 4.22 0.48 -2.10 -0.060
C 3.04 0.07 -1.50 -0.082
N 2.58 0.57 -0.28 0.010
C 0.76 1.81 4.44 -0.219
C 0.72 2.36 5.74 -0.007
C -0.51 2.68 6.23 -0.078
C -1.63 2.30 5.50 -0.073
C -1.55 1.71 4.26 -0.106
N -0.30 1.49 3.78 0.051
H 5.00 2.77 0.34 0.117
H 5.97 1.81 -1.91 0.122
H 4.44 0.00 -3.08 0.120
H 2.36 -0.59 -2.02 0.109
H 1.67 2.62 6.25 0.127
H -0.62 3.27 7.13 0.108
H -2.65 2.44 5.90 0.111
H -2.34 1.45 3.56 0.116
S -0.45 0.88 -0.38 -0.023
S -2.38 0.13 -0.13 -0.113
S -2.43 -1.47 1.21 -0.113
S -0.97 -1.37 2.73 -0.071
C 4.22 -3.41 2.80 -0.220
As 2.34 -3.11 2.68 1.066
C 1.29 -4.59 2.04 -0.186
C 1.91 -2.58 4.51 -0.195
O 2.19 -1.79 1.54 -0.660
H 4.65 -3.50 1.82 0.032
H 4.37 -4.36 3.35 0.049
H 4.64 -2.56 3.40 0.067
H 0.90 -4.29 1.11 0.022
H 0.61 -5.09 2.76 0.066
H 2.06 -5.28 1.69 0.035
H 2.67 -2.95 5.22 0.049
H 1.04 -3.02 4.86 0.003
H 1.84 -1.48 4.51 0.041
F -3.72 2.55 -3.53 0.130
C -3.79 1.54 -4.36 -0.161
C -4.94 0.75 -4.32 -0.080
F -5.93 0.99 -3.37 0.056
C -5.09 -0.38 -5.16 -0.067
C -4.01 -0.63 -6.03 -0.114
C -2.82 0.09 -5.90 -0.111
F -1.80 -0.18 -6.80 0.073
C -2.64 1.20 -5.08 -0.104
C -1.46 1.93 -5.17 -0.206
C -1.54 3.33 -5.36 -0.203
N -1.53 4.51 -5.48 0.129
C -0.14 1.48 -4.83 -0.175
N 0.94 1.12 -4.46 0.125
F -4.06 -1.57 -7.02 0.079
C -6.29 -1.11 -5.22 -0.188
C -7.31 -0.70 -4.39 -0.237
N -8.24 -0.37 -3.74 0.153
C -6.65 -2.21 -6.02 -0.208
N -7.04 -3.10 -6.66 0.144

---

# 3
62
Properties=species:S:1:pos:R:3:lowdin_charge:R:1 method="wB97M-V/def2-TZVPD" charge=-2 homo_lumo_gap_ev=5.943 relative_energy_kj_mol=0.0 energy_ha=-5923.0724
Rb -1.87 -1.07 -1.18 0.871
Br 6.30 4.87 0.05 0.669
C 5.30 3.96 1.39 -0.706
C 5.96 3.30 2.40 -0.149
C 5.23 2.65 3.39 -0.053
C 3.84 2.65 3.35 -0.310
C 3.18 3.35 2.33 -0.028
C 3.91 4.00 1.35 -0.126
N 3.12 2.14 4.48 0.025
N 2.14 1.35 4.36 0.035
C 1.81 0.65 3.22 -0.260
C 2.69 0.23 2.22 -0.038
C 2.30 -0.57 1.16 -0.014
C 0.95 -1.00 0.99 -0.400
O 0.57 -1.72 0.05 -0.129
C 0.01 -0.58 2.06 -0.176
N -1.28 -0.98 1.91 0.089
C -2.16 -0.62 2.81 -0.176
C -1.82 0.13 3.95 -0.057
C -0.53 0.54 4.11 -0.016
C 0.44 0.20 3.15 -0.104
H 7.04 3.29 2.42 0.091
H 5.73 2.14 4.20 0.105
H 2.10 3.36 2.30 0.124
H 3.40 4.54 0.56 0.100
H 3.74 0.49 2.29 0.104
H 3.03 -0.90 0.44 0.102
H -3.19 -0.92 2.63 0.103
H -2.59 0.41 4.66 0.099
H -0.23 1.14 4.96 0.100
S -1.97 -4.53 -4.48 0.404
C -1.84 -2.90 -4.94 -1.193
N -1.71 -1.83 -4.19 -0.051
C -1.64 -0.67 -4.94 -0.337
C -1.54 0.63 -4.43 -0.035
C -1.49 1.71 -5.29 -0.101
C -1.54 1.53 -6.68 -0.125
C -1.64 0.25 -7.21 -0.122
C -1.70 -0.84 -6.34 -0.512
S -1.86 -2.52 -6.69 0.930
H -1.51 0.80 -3.36 0.070
H -1.42 2.71 -4.88 0.098
H -1.50 2.38 -7.34 0.086
H -1.69 0.10 -8.28 0.094
I -0.15 -4.04 3.71 0.876
C -0.81 -4.32 1.76 -0.716
C 0.03 -4.85 0.80 -0.145
C -0.44 -4.95 -0.50 -0.056
C -1.72 -4.49 -0.78 -0.176
N -2.53 -3.97 0.15 0.053
C -2.08 -3.89 1.40 -0.242
H 1.04 -5.16 1.05 0.096
H 0.17 -5.33 -1.30 0.108
H -2.09 -4.50 -1.80 0.027
H -2.74 -3.45 2.13 0.088
F -3.23 3.85 -0.17 -0.383
Te -3.59 2.04 0.10 1.707
F -3.63 1.97 -1.77 -0.405
F -3.38 2.48 1.90 -0.386
F -1.72 1.84 -0.10 -0.428
F -5.36 2.61 0.16 -0.397
O -3.86 0.29 0.30 -0.699

---

# 4
58
Properties=species:S:1:pos:R:3:mulliken_spin:R:1 method="wB97M-V/def2-TZVPD" charge=+3 multiplicity=5 s_squared=6.070 homo_lumo_gap_ev="5.794 / 5.121" relative_energy_kj_mol=34.6 energy_ha=-4097.8859
Pd 0.82 0.07 -1.24 0.901
O 3.40 0.68 -4.98 0.000
C 2.78 0.51 -3.82 0.005
O 1.62 0.76 -3.61 0.003
C 3.71 -0.04 -2.76 -0.007
C 5.06 -0.29 -2.97 0.000
C 5.80 -0.76 -1.91 0.001
C 5.19 -0.97 -0.68 0.002
C 3.83 -0.70 -0.56 0.000
N 3.11 -0.25 -1.59 0.028
C 3.02 -0.89 0.69 0.002
O 3.62 -1.26 1.81 0.000
O 1.81 -0.73 0.70 0.038
H 2.77 1.01 -5.63 0.000
H 5.50 -0.11 -3.94 0.000
H 6.86 -0.97 -2.03 0.000
H 5.77 -1.34 0.15 0.000
H 4.58 -1.33 1.71 0.001
S -2.24 6.31 0.22 -0.044
C -1.41 7.47 -0.67 0.330
C -0.42 6.91 -1.51 0.104
C -0.33 5.56 -1.37 0.063
C -1.27 5.03 -0.43 0.334
C -1.46 3.66 -0.04 0.075
C -0.58 2.64 -0.52 0.016
N -0.71 1.37 -0.26 0.069
C -1.76 0.96 0.54 0.031
C -2.63 1.91 1.13 0.048
C -3.65 1.52 2.05 -0.025
C -3.76 0.22 2.41 0.040
C -2.91 -0.76 1.82 -0.027
C -2.95 -2.09 2.32 0.425
C -1.95 -3.02 1.89 0.042
C -1.16 -2.66 0.81 0.300
N -1.31 -1.47 0.14 0.143
C -2.00 -0.41 0.82 0.190
C -1.82 -4.29 2.50 0.299
C -0.83 -5.29 2.26 0.072
C -1.02 -6.42 3.01 0.088
C -2.15 -6.31 3.85 0.311
S -2.95 -4.85 3.69 -0.053
C -2.47 3.26 0.81 0.093
H -1.68 8.51 -0.59 0.010
H 0.20 7.51 -2.17 0.005
H 0.37 4.94 -1.92 -0.004
H 0.27 2.91 -1.14 0.002
H -4.30 2.28 2.47 0.001
H -4.49 -0.09 3.14 0.001
H -3.66 -2.34 3.09 0.019
H -0.46 -3.36 0.38 0.032
H -0.01 -5.17 1.57 -0.005
H -0.39 -7.30 2.98 0.004
H -2.52 -7.07 4.53 0.011
H -3.16 3.98 1.24 0.002
Cl -1.76 -0.07 -2.72 0.005
Si -1.37 -1.72 -1.62 0.014
Cl 0.36 -2.66 -2.16 -0.002
Cl -2.90 -3.00 -1.90 0.007

---

# 5
57
Properties=species:S:1:pos:R:3:mulliken_spin:R:1 method="wB97M-V/def2-TZVPD" charge=-1 multiplicity=3 s_squared=2.060 homo_lumo_gap_ev="4.608 / 5.439" relative_energy_kj_mol=112.9 energy_ha=-5261.8867
Pt 0.02 0.03 0.10 0.010
Se 4.97 -3.30 4.78 0.154
N 3.30 -3.71 4.25 0.144
C 2.92 -2.80 3.37 -0.023
C 1.64 -2.81 2.73 0.101
C 0.65 -3.76 2.97 -0.063
C -0.53 -3.71 2.25 0.125
C -0.71 -2.69 1.31 -0.056
N 0.18 -1.75 1.10 0.064
C 1.36 -1.78 1.78 0.109
C 2.28 -0.76 1.51 0.216
N 1.91 0.22 0.63 0.079
C 2.76 1.19 0.35 -0.044
C 4.02 1.28 0.93 0.132
C 4.42 0.32 1.85 -0.078
C 3.56 -0.73 2.15 0.108
C 3.87 -1.77 3.07 -0.020
N 5.03 -1.86 3.72 0.141
H 0.82 -4.51 3.72 -0.002
H -1.31 -4.43 2.39 0.029
H -1.62 -2.66 0.72 -0.023
H 2.43 1.94 -0.36 -0.008
H 4.66 2.11 0.67 0.013
H 5.38 0.37 2.34 -0.003
S -0.02 1.99 -1.17 0.086
C -0.53 3.25 -0.10 0.079
C -0.70 4.51 -0.70 -0.029
C -1.20 5.58 0.00 0.046
C -1.58 5.42 1.33 -0.028
C -1.37 4.22 1.95 0.008
C -0.80 3.12 1.28 -0.052
S -0.43 1.74 2.23 0.711
H -0.44 4.60 -1.75 0.000
H -1.31 6.54 -0.49 0.004
H -2.04 6.24 1.87 -0.002
H -1.62 4.08 3.00 -0.001
C -4.15 -4.55 -1.65 0.000
C -4.08 -4.36 -0.16 0.001
C -3.93 -5.42 0.70 -0.002
C -3.86 -5.20 2.07 -0.003
Cl -3.65 -6.55 3.14 0.000
C -3.93 -3.93 2.59 0.003
C -4.08 -2.85 1.73 0.000
C -4.15 -3.05 0.36 0.001
O -4.30 -2.08 -0.57 0.000
C -4.22 -0.72 -0.17 0.006
C -2.80 -0.33 0.34 0.002
O -2.67 0.01 1.51 0.017
O -1.90 -0.40 -0.54 0.046
H -4.08 -5.60 -1.91 0.000
H -3.33 -4.01 -2.12 0.000
H -5.08 -4.14 -2.03 0.000
H -3.87 -6.43 0.31 0.000
H -3.85 -3.76 3.65 0.001
H -4.08 -1.85 2.14 -0.002
H -4.95 -0.48 0.61 0.000
H -4.44 -0.15 -1.08 0.000

---

# 6
59
Properties=species:S:1:pos:R:3:mulliken_spin:R:1 method="wB97M-V/def2-TZVPD" charge=-1 multiplicity=5 s_squared=6.018 homo_lumo_gap_ev="5.872 / 5.534" energy_ha=-3502.5470
Co -0.58 1.75 0.19 2.778
O -6.38 2.87 -0.67 -0.002
C -5.07 2.52 -0.54 -0.020
C -4.66 1.60 0.42 0.096
C -3.31 1.29 0.52 0.005
N -2.41 1.92 -0.25 0.045
C -2.78 2.81 -1.16 -0.008
C -4.11 3.14 -1.35 0.021
C -1.55 3.47 -1.78 0.007
O -1.62 4.22 -2.73 0.006
O -0.49 3.17 -1.12 0.052
C -2.66 0.60 1.71 -0.090
O -3.35 -0.08 2.47 0.077
O -1.44 0.93 1.84 0.034
H -6.91 2.37 -0.04 0.000
H -5.34 1.13 1.12 0.001
H -4.40 3.89 -2.07 0.001
C 4.81 -2.92 1.30 0.000
C 5.23 -1.88 0.26 -0.001
C 6.50 -1.17 0.73 0.000
C 6.86 -0.04 -0.23 0.000
C 5.72 0.94 -0.25 -0.002
C 5.94 2.30 -0.41 0.003
C 4.87 3.17 -0.40 -0.001
F 5.11 4.49 -0.60 0.000
C 3.58 2.74 -0.18 0.003
C 3.35 1.37 0.02 0.005
C 2.02 0.89 0.31 -0.008
O 1.13 1.68 0.79 0.018
C 1.81 -0.50 0.04 0.016
C 2.88 -1.34 -0.08 0.004
N 4.17 -0.90 0.06 0.010
C 4.43 0.45 -0.05 -0.002
C 0.43 -1.03 -0.23 0.012
O 0.20 -2.23 -0.22 0.007
O -0.47 -0.16 -0.55 0.054
H 5.67 -3.54 1.56 0.000
H 4.02 -3.57 0.93 0.000
H 4.46 -2.42 2.20 0.000
H 5.44 -2.38 -0.70 0.000
H 7.32 -1.89 0.80 0.000
H 6.33 -0.75 1.72 0.000
H 7.03 -0.45 -1.23 0.000
H 7.78 0.46 0.08 0.000
H 6.94 2.69 -0.56 0.000
H 2.74 3.41 -0.17 -0.001
H 2.71 -2.38 -0.32 0.003
Te -2.73 -1.53 -0.15 0.894
C -4.76 -2.26 -0.05 -0.018
C -5.04 -3.59 0.25 0.023
C -6.33 -4.08 0.19 -0.016
C -7.39 -3.23 -0.11 0.040
C -7.13 -1.90 -0.39 -0.029
C -5.83 -1.43 -0.37 -0.019
H -4.23 -4.25 0.50 0.000
H -6.53 -5.12 0.39 -0.001
H -8.40 -3.61 -0.16 0.003
H -7.95 -1.23 -0.63 -0.001
H -5.63 -0.40 -0.63 -0.001